This record from the OMol25 dataset describes C53H70BaBr2N7O4PS3 as an isolated structure at a distorted geometry. The level of theory is wB97M-V/def2-TZVPD.

Results
- HOMO (eV) = -7.24
- spin multiplicity = 1
- energy above the lowest of the compared OMol25 structures with the same formula, charge and spin (kJ/mol) = 106.41
- electronic energy (a.u.) = -9455.60935
- gap between HOMO and LUMO (eV) = 7.491
- strongest force on any atom (eV Å⁻¹) = 3.48

Geometry as XYZ:
```
141
Properties=species:S:1:pos:R:3:forces:R:3
Ba -1.179 -1.470 0.170 3.4 -0.5 0.8
C -0.463 0.303 3.699 0.0 -0.1 0.0
C 0.648 0.569 2.685 -0.1 -0.1 0.0
N 0.983 -0.608 1.884 0.4 0.2 0.0
C 1.833 -1.604 2.523 -0.1 0.0 0.0
C 1.178 -2.532 3.556 0.0 0.0 0.0
S -0.454 -3.244 3.157 0.1 0.0 -0.1
C -1.517 -2.475 4.411 0.0 0.0 0.0
C -2.340 -1.271 3.942 0.1 -0.1 0.0
N -1.589 -0.382 3.076 -0.1 0.3 -0.1
H -0.754 1.255 4.161 0.0 0.0 0.0
H -0.076 -0.317 4.508 0.0 0.0 0.0
H 1.527 0.969 3.215 0.0 0.0 0.0
H 0.311 1.342 1.989 0.0 0.0 0.0
H 1.483 -0.286 1.052 0.0 0.0 0.0
H 2.695 -1.134 3.029 0.0 0.0 0.0
H 2.235 -2.225 1.722 0.0 0.0 0.0
H 1.092 -2.055 4.531 0.0 0.0 0.0
H 1.852 -3.380 3.687 0.0 0.0 0.0
H -0.884 -2.232 5.265 0.0 0.0 0.0
H -2.198 -3.256 4.749 0.0 0.0 0.0
H -2.742 -0.771 4.837 0.0 0.0 0.0
H -3.197 -1.633 3.372 0.0 0.0 0.0
H -2.238 0.287 2.672 0.0 0.0 0.0
S 0.492 -2.552 -2.280 0.0 0.2 -0.4
C -0.754 -1.607 -2.987 -0.1 0.0 0.1
N -1.749 -1.032 -2.351 -0.1 0.0 -0.8
C -2.589 -0.323 -3.194 0.1 0.0 0.2
C -3.719 0.384 -2.787 -0.1 0.1 0.0
C -4.455 1.074 -3.734 0.0 0.0 0.0
C -4.080 1.068 -5.080 0.0 0.0 0.0
C -2.961 0.364 -5.496 0.0 0.0 0.0
C -2.223 -0.328 -4.544 0.0 0.0 -0.1
S -0.780 -1.282 -4.729 0.1 -0.1 -0.1
H -4.010 0.388 -1.743 0.0 0.0 0.0
H -5.333 1.626 -3.423 0.0 0.0 0.0
H -4.667 1.615 -5.806 0.0 0.0 0.0
H -2.671 0.356 -6.539 0.0 0.0 0.0
Br -1.234 -6.012 0.663 0.0 0.0 0.0
C 0.285 -5.625 -0.443 0.0 0.0 -0.1
Br 1.810 -4.928 0.532 -0.1 0.0 0.0
H -0.005 -4.863 -1.158 0.0 0.0 0.0
H 0.596 -6.542 -0.923 0.1 0.0 0.0
N 0.425 2.106 -4.489 0.0 -0.1 0.0
C 0.295 3.079 -3.563 0.0 0.1 0.1
O 0.742 4.204 -3.703 0.0 0.0 0.0
C -0.489 2.706 -2.337 0.0 0.0 -0.1
C -1.516 3.544 -1.922 0.0 0.0 0.0
C -2.270 3.186 -0.823 0.0 0.0 0.0
C -1.957 2.005 -0.163 0.1 0.0 0.0
N -0.937 1.221 -0.520 0.0 0.5 0.0
C -0.218 1.568 -1.596 0.0 -0.1 0.1
H 0.978 2.303 -5.307 0.0 0.0 0.0
H 0.046 1.182 -4.366 0.0 0.0 0.0
H -1.715 4.454 -2.475 0.0 0.0 0.0
H -3.098 3.791 -0.480 0.0 0.0 0.0
H -2.554 1.681 0.685 0.0 0.0 0.0
H 0.618 0.916 -1.841 0.0 0.0 0.0
O 2.785 0.185 -0.821 0.0 0.2 0.2
P 4.106 0.692 -0.319 -0.3 -0.3 -0.2
C 4.973 -0.651 0.591 0.1 -0.1 0.1
C 4.561 -2.057 0.110 0.0 0.0 0.0
C 5.101 -3.095 1.092 0.0 0.0 0.0
C 6.639 -3.010 1.251 0.0 0.0 0.0
C 7.234 -1.840 0.469 0.0 0.0 0.0
C 6.514 -0.529 0.776 -0.1 0.0 0.0
C 3.852 1.948 0.998 0.0 0.1 0.1
C 2.581 2.805 0.857 0.0 0.0 0.0
C 2.758 4.090 0.059 0.1 -0.1 -0.1
C 3.948 4.895 0.579 0.0 0.0 0.0
C 5.233 4.067 0.589 0.0 0.0 0.0
C 5.070 2.792 1.417 -0.1 0.0 0.0
C 5.246 1.287 -1.606 0.1 0.1 -0.2
C 4.668 2.352 -2.555 0.0 -0.1 0.1
C 3.521 1.817 -3.414 0.0 0.0 0.0
C 3.806 0.392 -3.925 0.0 0.0 0.0
C 5.306 0.113 -3.898 0.0 0.0 0.0
C 5.821 0.111 -2.453 -0.1 0.0 0.0
H 4.513 -0.563 1.582 0.0 0.0 0.0
H 4.938 -2.276 -0.889 0.0 0.0 0.0
H 3.476 -2.117 0.024 0.0 0.0 0.0
H 4.811 -4.095 0.764 0.0 0.0 0.0
H 4.619 -2.935 2.062 0.0 0.0 0.0
H 7.105 -3.940 0.923 0.0 0.0 0.0
H 6.901 -2.896 2.307 0.0 0.0 0.0
H 7.182 -2.045 -0.604 0.0 0.0 0.0
H 8.294 -1.735 0.708 0.0 0.0 0.0
H 6.936 0.263 0.158 0.0 0.0 -0.1
H 6.730 -0.249 1.811 0.0 0.0 0.0
H 3.636 1.256 1.822 0.0 0.0 0.1
H 2.281 3.080 1.875 0.0 0.0 0.0
H 1.773 2.198 0.442 0.0 0.0 0.0
H 1.841 4.681 0.118 0.0 0.0 0.0
H 2.885 3.862 -1.002 0.0 0.0 0.0
H 3.735 5.219 1.605 0.0 0.0 0.0
H 4.086 5.800 -0.014 0.0 0.0 0.0
H 6.060 4.656 0.993 0.0 0.0 0.0
H 5.509 3.818 -0.436 0.0 0.0 0.0
H 4.922 3.085 2.462 0.0 0.0 0.0
H 5.988 2.199 1.397 0.0 0.0 0.0
H 6.061 1.749 -1.042 0.1 0.0 0.0
H 5.493 2.684 -3.192 0.0 0.0 0.0
H 4.345 3.238 -2.016 0.0 0.0 0.0
H 3.364 2.508 -4.246 0.0 0.0 0.0
H 2.604 1.815 -2.825 0.1 0.0 0.0
H 3.410 0.264 -4.934 0.0 0.0 0.0
H 3.291 -0.332 -3.287 0.0 0.0 0.0
H 5.833 0.867 -4.490 0.0 0.0 0.0
H 5.534 -0.852 -4.355 0.0 0.0 0.0
H 6.912 0.147 -2.431 0.0 0.0 0.0
H 5.540 -0.846 -2.020 0.0 0.0 0.1
O -3.119 -2.971 -0.261 -1.0 -0.4 0.0
C -3.877 -2.118 0.218 -0.4 0.0 0.1
N -5.236 -2.200 0.258 0.0 -0.1 0.0
C -5.806 -1.113 1.033 0.0 0.0 0.0
C -4.506 -0.308 1.324 0.1 -0.1 -0.2
O -4.479 0.745 1.940 0.0 0.1 0.1
N -3.433 -0.937 0.789 -2.3 0.2 0.3
C -6.756 -0.242 0.213 0.1 0.0 0.0
C -7.462 0.783 0.839 0.0 0.0 0.0
C -8.295 1.607 0.102 0.0 0.0 0.0
C -8.436 1.417 -1.269 0.0 0.0 0.0
C -7.733 0.401 -1.895 0.0 0.0 0.0
C -6.890 -0.423 -1.157 0.0 0.0 0.0
C -6.476 -1.632 2.303 0.0 0.0 0.0
C -6.160 -1.165 3.572 0.0 0.0 0.0
C -6.808 -1.682 4.690 0.0 0.0 0.0
C -7.777 -2.661 4.551 0.0 0.0 0.0
C -8.108 -3.121 3.282 0.0 0.0 0.0
C -7.465 -2.606 2.170 0.0 0.0 0.0
H -5.697 -3.078 0.088 0.0 0.0 0.0
H -7.352 0.938 1.905 0.0 0.0 0.0
H -8.837 2.402 0.597 0.0 0.0 0.0
H -9.094 2.057 -1.842 0.0 0.0 0.0
H -7.831 0.246 -2.962 0.0 0.0 0.0
H -6.328 -1.202 -1.654 0.0 0.0 0.0
H -5.421 -0.385 3.687 0.0 0.0 0.0
H -6.551 -1.310 5.674 0.0 0.0 0.0
H -8.281 -3.059 5.422 0.0 0.0 0.0
H -8.873 -3.877 3.159 0.0 0.0 0.0
H -7.752 -2.955 1.184 0.0 0.0 0.0
```
Positions in Å, forces in eV/Å.